(1)
Density functional theory data (the ωB97M-V functional and the def2-TZVPD basis) for a structure of composition C39H31FeN3P2Si.

Its spin multiplicity is 2. Its HOMO-LUMO gap (spin up / spin down) is 6.9140 / 7.8708 eV. The calculation puts the total energy at -106252.567 eV. The expectation value of S² is 1.24. The LUMO energy (spin up / spin down) comes out at -4.32 / -3.45 eV. Its charge is +1. The molar mass is 687.6 g/mol.

Positions of all 77 atoms, in Å:
Fe (-0.33, 0.19, -0.31)
C (-1.42, -1.26, 2.77)
Si (-0.11, -0.11, 2.04)
C (1.59, -0.80, 2.52)
C (1.79, -1.35, 3.79)
C (2.99, -1.95, 4.12)
C (4.00, -2.05, 3.18)
C (3.82, -1.53, 1.91)
C (2.62, -0.91, 1.58)
P (2.35, -0.12, -0.04)
C (1.39, -1.32, -1.04)
C (0.94, -2.58, -0.62)
C (0.08, -3.31, -1.43)
C (-0.35, -2.80, -2.65)
C (0.10, -1.56, -3.08)
C (0.95, -0.81, -2.27)
C (3.98, -0.15, -0.85)
C (4.36, -1.14, -1.75)
C (5.63, -1.11, -2.30)
C (6.52, -0.09, -1.97)
C (6.13, 0.90, -1.08)
C (4.87, 0.88, -0.52)
C (-0.49, 1.67, 2.59)
C (-0.79, 1.91, 3.93)
C (-1.18, 3.17, 4.36)
C (-1.30, 4.21, 3.45)
C (-1.01, 3.99, 2.11)
C (-0.60, 2.73, 1.69)
P (-0.11, 2.47, -0.06)
C (1.54, 3.22, -0.14)
C (2.09, 3.41, -1.41)
C (3.35, 3.95, -1.56)
C (4.09, 4.29, -0.43)
C (3.56, 4.09, 0.84)
C (2.29, 3.55, 0.99)
C (-1.13, 3.58, -1.07)
C (-2.25, 3.02, -1.69)
C (-3.11, 3.81, -2.43)
C (-2.84, 5.17, -2.57)
C (-1.71, 5.72, -1.98)
C (-0.85, 4.93, -1.23)
H (-1.31, -1.28, 3.86)
H (-1.30, -2.29, 2.41)
H (-2.42, -0.92, 2.53)
H (1.00, -1.29, 4.53)
H (3.13, -2.35, 5.12)
H (4.93, -2.54, 3.43)
H (4.61, -1.62, 1.17)
H (1.28, -2.98, 0.33)
H (-0.26, -4.28, -1.10)
H (-1.03, -3.37, -3.26)
H (-0.22, -1.17, -4.04)
H (1.36, 0.13, -2.64)
H (3.68, -1.94, -2.00)
H (5.93, -1.89, -2.99)
H (7.51, -0.08, -2.41)
H (6.82, 1.70, -0.82)
H (4.55, 1.66, 0.16)
H (-0.72, 1.10, 4.66)
H (-1.42, 3.33, 5.41)
H (-1.63, 5.18, 3.78)
H (-1.12, 4.79, 1.40)
H (1.50, 3.14, -2.29)
H (3.77, 4.10, -2.55)
H (5.08, 4.71, -0.54)
H (4.13, 4.36, 1.71)
H (1.88, 3.39, 1.98)
H (-2.44, 1.96, -1.59)
H (-3.99, 3.38, -2.89)
H (-3.51, 5.79, -3.16)
H (-1.50, 6.77, -2.11)
H (0.03, 5.37, -0.78)
N (-2.17, -0.28, -0.52)
C (-3.33, 0.00, -0.49)
N (-4.54, 0.19, -0.43)
C (-5.39, 1.15, -0.71)
N (-6.17, 1.97, -0.95)

=====

(2)
Density functional theory data (the ωB97M-V functional and the def2-TZVPD basis) for an isolated molecule of C6H12INO.

Its HOMO-LUMO gap (spin up / spin down) is 6.5844 / 6.5838 eV. The calculation puts the total energy at -18053.125 eV. The LUMO energy (spin up / spin down) comes out at -2.66 / -2.66 eV. The molar mass is 241.1 g/mol.

Positions of all 21 atoms, in Å:
C (-0.50, -0.84, -2.76)
C (-0.22, -0.77, -1.29)
N (-0.14, 0.38, -0.74)
C (0.12, 0.63, 0.66)
C (0.13, 2.15, 0.84)
C (-0.99, 0.03, 1.53)
C (1.48, 0.06, 1.08)
O (-0.08, -1.87, -0.56)
I (-0.11, -4.12, -0.85)
H (-1.39, -1.43, -2.94)
H (-0.64, 0.16, -3.15)
H (0.34, -1.32, -3.27)
H (0.96, 2.60, 0.29)
H (-0.80, 2.58, 0.46)
H (0.23, 2.39, 1.89)
H (-0.80, 0.25, 2.58)
H (-1.03, -1.05, 1.40)
H (-1.96, 0.44, 1.26)
H (1.45, -1.03, 1.04)
H (2.26, 0.40, 0.41)
H (1.71, 0.37, 2.09)

=====

(3)
Density functional theory data (the ωB97M-V functional and the def2-TZVPD basis) for a structure of composition C28H17BrClN6O9W.

Its HOMO-LUMO gap is 5.6197 eV. The calculation puts the total energy at -141037.817 eV. The LUMO energy comes out at -11.53 eV. Its charge is +3. The molar mass is 880.7 g/mol.

Positions of all 63 atoms, in Å:
W (-0.43, 0.33, -0.63)
Cl (6.41, -1.98, -1.92)
C (4.78, -1.49, -1.86)
C (3.89, -1.92, -2.87)
C (2.56, -1.54, -2.88)
C (2.11, -0.74, -1.84)
O (0.84, -0.29, -1.82)
C (2.97, -0.30, -0.81)
C (2.51, 0.59, 0.18)
N (1.28, 1.02, 0.38)
C (1.05, 1.87, 1.50)
C (1.78, 1.97, 2.65)
C (1.40, 2.93, 3.62)
C (0.34, 3.77, 3.42)
C (-0.44, 3.66, 2.24)
C (-1.54, 4.47, 1.92)
C (-2.20, 4.26, 0.72)
C (-1.80, 3.23, -0.12)
N (-0.76, 2.43, 0.15)
C (-0.08, 2.68, 1.31)
C (4.33, -0.67, -0.85)
H (4.28, -2.55, -3.66)
H (1.89, -1.85, -3.66)
H (3.26, 1.00, 0.84)
H (2.63, 1.33, 2.86)
H (1.98, 3.00, 4.53)
H (0.08, 4.51, 4.17)
H (-1.87, 5.24, 2.60)
H (-3.05, 4.87, 0.44)
H (-2.34, 3.04, -1.04)
H (5.02, -0.33, -0.09)
O (-1.30, 3.73, -5.88)
C (-1.07, 3.10, -4.76)
C (-0.19, 3.56, -3.76)
C (-0.04, 2.82, -2.62)
N (-0.70, 1.66, -2.40)
C (-1.49, 1.22, -3.40)
Br (-2.18, -0.49, -3.04)
C (-1.73, 1.88, -4.56)
H (-0.81, 4.56, -5.99)
H (0.37, 4.48, -3.88)
H (0.63, 3.15, -1.83)
H (-2.38, 1.48, -5.33)
O (-2.08, 0.35, 0.80)
N (-2.51, 0.68, -0.23)
O (0.22, -1.07, 0.89)
C (-0.64, -1.94, 0.54)
O (-1.18, -1.60, -0.59)
C (-1.04, -3.08, 1.32)
C (-2.07, -3.91, 0.87)
C (-2.42, -4.99, 1.65)
C (-1.79, -5.27, 2.85)
C (-0.78, -4.42, 3.27)
C (-0.38, -3.34, 2.53)
N (-0.09, -4.69, 4.55)
O (-0.40, -5.69, 5.14)
O (0.77, -3.90, 4.87)
N (-3.52, -5.87, 1.18)
O (-4.06, -5.53, 0.15)
O (-3.77, -6.82, 1.86)
H (-2.59, -3.74, -0.06)
H (-2.09, -6.13, 3.45)
H (0.42, -2.71, 2.90)

=====

(4)
Density functional theory data (the ωB97M-V functional and the def2-TZVPD basis) for a structure of composition C11H27ClIIrN2OP2S.

Its spin multiplicity is 5. Its HOMO-LUMO gap (spin up / spin down) is 7.2110 / 6.3716 eV. The calculation puts the total energy at -69730.643 eV. The expectation value of S² is 6.02. The LUMO energy (spin up / spin down) comes out at -6.45 / -8.99 eV. Its charge is +2. The molar mass is 651.9 g/mol.

Positions of all 47 atoms, in Å:
C (-0.01, 0.66, -4.60)
C (-0.01, 0.58, -3.08)
H (0.00, 1.72, -4.97)
H (-0.92, 0.15, -4.97)
H (0.90, 0.13, -4.97)
O (-0.01, 1.40, -2.17)
I (-0.04, -2.13, -3.65)
Ir (-0.02, -0.77, -1.60)
P (2.03, -0.24, -0.65)
C (2.14, 1.18, 0.53)
C (3.03, -1.58, -0.01)
H (4.03, -1.47, -0.42)
H (4.07, 0.40, -1.70)
H (2.61, -2.53, -0.33)
H (3.00, -0.51, -2.85)
H (1.73, 0.90, 1.52)
H (3.09, -1.57, 1.07)
C (3.04, 0.29, -2.08)
H (3.20, 1.47, 0.64)
H (2.66, 1.23, -2.49)
H (1.55, 2.04, 0.14)
P (-2.05, -0.21, -0.62)
C (-2.11, 1.23, 0.51)
C (-3.05, 0.33, -2.06)
H (-2.67, -2.49, -0.30)
H (-4.07, -1.40, -0.37)
H (-3.11, -1.52, 1.11)
C (-3.07, -1.53, 0.03)
H (-3.03, -0.46, -2.82)
H (-4.08, 0.46, -1.66)
H (-3.17, 1.54, 0.65)
H (-1.53, 2.08, 0.09)
H (-2.66, 1.27, -2.45)
H (-1.68, 0.98, 1.51)
Cl (-0.07, -3.23, -0.94)
S (-0.01, -1.41, 0.98)
C (0.02, -0.45, 2.48)
N (1.10, -0.13, 3.19)
C (0.79, 0.62, 4.39)
C (-0.72, 0.64, 4.40)
N (-1.06, -0.11, 3.21)
H (2.02, -0.56, 3.01)
H (1.19, 1.62, 4.33)
H (1.20, 0.11, 5.30)
H (-1.09, 1.66, 4.32)
H (-1.15, 0.16, 5.30)
H (-1.99, -0.53, 3.04)

=====

(5)
Density functional theory data (the ωB97M-V functional and the def2-TZVPD basis) for a cluster of 2 separate species, C3H6F3O2P in total.

Its HOMO-LUMO gap is 10.1886 eV. The calculation puts the total energy at -24743.562 eV. The LUMO energy comes out at 0.77 eV. The molar mass is 162.0 g/mol.

Positions of all 15 atoms, in Å:
O (1.45, -1.11, 0.56)
P (0.92, -1.86, 1.81)
C (-0.90, -1.27, 1.73)
F (-1.61, -1.80, 2.71)
F (-1.53, -1.40, 0.62)
F (-0.81, 0.08, 1.96)
H (1.65, -0.21, 0.72)
H (0.86, -3.05, 0.99)
C (-0.39, 1.13, -1.90)
C (0.49, 2.06, -1.14)
O (0.96, 1.76, -0.09)
H (-1.00, 0.36, -1.23)
H (-1.06, 1.74, -2.58)
H (0.36, 0.59, -2.43)
H (0.60, 2.99, -1.73)

=====

(6)
Density functional theory data (the ωB97M-V functional and the def2-TZVPD basis) for a structure of composition C34H26N7O2OsS.

Its spin multiplicity is 5. Its HOMO-LUMO gap (spin up / spin down) is 5.9802 / 4.4473 eV. The calculation puts the total energy at -63480.898 eV. The expectation value of S² is 6.06. The LUMO energy (spin up / spin down) comes out at -10.02 / -11.55 eV. Its charge is +3. The molar mass is 786.9 g/mol.

Positions of all 71 atoms, in Å:
Os (-0.93, 1.20, -0.41)
C (-2.29, 3.68, 2.97)
O (-3.42, 3.01, 2.30)
C (-2.92, 2.33, 1.34)
N (-1.63, 2.23, 1.25)
C (-1.03, 3.00, 2.36)
C (0.09, 3.93, 1.93)
C (1.39, 3.73, 2.46)
C (2.42, 4.64, 2.14)
C (2.19, 5.68, 1.26)
C (0.92, 5.87, 0.71)
C (-0.10, 4.95, 0.99)
C (-3.79, 1.60, 0.38)
C (-5.16, 1.52, 0.31)
C (-5.76, 0.71, -0.67)
C (-4.93, 0.05, -1.59)
C (-3.55, 0.28, -1.54)
N (-3.03, 1.01, -0.55)
C (-2.43, -0.17, -2.44)
N (-1.21, 0.18, -2.20)
C (-0.44, -0.09, -3.45)
C (-1.42, -1.02, -4.20)
O (-2.70, -0.86, -3.50)
C (0.93, -0.67, -3.29)
C (1.96, 0.13, -3.75)
C (3.28, -0.36, -3.76)
C (3.49, -1.64, -3.30)
C (2.48, -2.46, -2.81)
C (1.21, -1.94, -2.79)
H (-2.40, 3.59, 4.06)
H (-2.35, 4.71, 2.66)
H (-0.64, 2.31, 3.12)
H (1.62, 2.93, 3.15)
H (3.44, 4.54, 2.49)
H (2.98, 6.43, 1.03)
H (0.62, 6.73, 0.10)
H (-1.07, 5.08, 0.55)
H (-5.75, 2.07, 1.04)
H (-6.81, 0.60, -0.76)
H (-5.34, -0.58, -2.37)
H (-0.34, 0.86, -3.99)
H (-1.12, -2.07, -4.05)
H (-1.62, -0.80, -5.24)
H (1.76, 1.13, -4.12)
H (4.09, 0.25, -4.14)
H (4.50, -2.00, -3.36)
H (2.63, -3.49, -2.51)
H (0.38, -2.51, -2.37)
N (4.68, -7.26, 3.81)
C (4.05, -6.48, 3.24)
C (3.09, -5.56, 2.65)
C (3.47, -4.65, 1.68)
C (2.54, -3.70, 1.24)
C (1.27, -3.69, 1.80)
C (0.90, -4.61, 2.76)
C (1.81, -5.54, 3.20)
N (0.28, -2.77, 1.32)
C (-0.97, -3.09, 0.85)
C (-1.52, -1.94, 0.40)
N (-0.65, -0.89, 0.61)
C (0.44, -1.47, 1.16)
H (4.45, -4.63, 1.23)
H (2.79, -2.96, 0.48)
H (-0.08, -4.58, 3.21)
H (1.58, -6.26, 3.98)
H (-1.34, -4.08, 0.84)
H (-2.54, -1.85, 0.02)
H (1.30, -0.92, 1.48)
S (3.37, 2.83, -0.53)
C (2.01, 2.14, -0.46)
N (0.87, 1.65, -0.41)

=====

(7)
Density functional theory data (the ωB97M-V functional and the def2-TZVPD basis) for a cluster of 2 separate species, C4H5BrN2 in total.

Its HOMO-LUMO gap (spin up / spin down) is 8.0726 / 5.9567 eV. The calculation puts the total energy at -77246.419 eV. The LUMO energy (spin up / spin down) comes out at -1.28 / -3.51 eV. The molar mass is 161.0 g/mol.

Positions of all 12 atoms, in Å:
C (1.13, -0.76, 0.84)
C (0.69, -1.14, -0.47)
C (0.20, 0.18, 1.21)
C (-1.85, 1.19, -0.12)
N (-0.37, -0.41, -0.79)
N (-0.75, 0.36, 0.27)
Br (4.68, 0.05, -0.71)
H (1.77, -1.38, 1.46)
H (0.95, -2.04, -1.00)
H (-1.96, 2.07, 0.45)
H (-1.68, 1.38, -1.16)
H (-2.81, 0.51, 0.02)

=====

What energy relative to the best compared isomer or geometry (same formula, charge and spin) values result from the calculations? In sequence: 15.2, 6.5, 31.0, 24.9, 30.2, 0.0, 112.9 kcal per mole.